1.
ORCA calculation (wB97M-V/def2-TZVPD) on a structure of composition C9H8CuF5N3O3S.

The calculation puts the energy above the lowest of the compared OMol25 structures with the same formula, charge and spin at 0.0 kcal per mole. Its lowest unoccupied orbital energy is 2.86 eV. Its charge is -1. The multiplicity is 1. The total energy comes out at -89138.313 eV. Its HOMO energy is -3.762 eV.

Last column: natural (NBO) charge in e.
Atoms and positions in Å:
1 Cu -0.1729 -1.6446 -0.4652  0.6447
2 N 1.9590 -2.4647 -0.5513  -0.6808
3 N 2.6068 -2.1873 0.6537  -0.4534
4 C 1.8654 -2.1876 1.7968  0.2621
5 N 2.4693 -1.5278 2.8303  -0.8105
6 S 0.4056 -2.9549 1.9345  -0.2207
7 H 2.2002 -3.3814 -0.8978  0.3655
8 H 2.1530 -1.7216 -1.2145  0.4144
9 H 3.3534 -1.5153 0.5885  0.3704
10 H 3.0349 -0.7243 2.5998  0.3779
11 H 1.8557 -1.3958 3.6159  0.4075
12 C -4.2961 -0.9327 -0.4552  -0.2762
13 O -2.8916 -0.8071 -0.2621  -0.5854
14 C -2.1121 -1.8743 -0.7335  0.3426
15 O -2.7035 -2.7963 -1.2574  -0.7155
16 H -4.7297 0.0186 -0.1519  0.1683
17 H -4.7149 -1.7387 0.1529  0.1673
18 H -4.5420 -1.1436 -1.4962  0.1772
19 F -0.4542 5.1939 -0.3163  -0.3116
20 C -0.0574 3.9116 -0.4345  0.2061
21 C 0.0411 3.3125 -1.6751  0.2661
22 F -0.2584 4.0254 -2.7739  -0.3092
23 C 0.4439 1.9982 -1.7930  0.2413
24 F 0.5317 1.4690 -3.0252  -0.3112
25 C 0.7707 1.1912 -0.6864  0.2668
26 O 1.1573 -0.0360 -0.7886  -0.8848
27 C 0.6628 1.8517 0.5534  0.2706
28 F 0.9803 1.1687 1.6717  -0.3324
29 C 0.2607 3.1638 0.6818  0.2540
30 F 0.1809 3.7291 1.8990  -0.3110

2.
ORCA calculation (wB97M-V/def2-TZVPD) on a structure of composition C9H8EuN2O5S in a non-equilibrium geometry.

The calculation puts the energy above the lowest of the compared OMol25 structures with the same formula, charge and spin at 14.4 kcal per mole. Its lowest unoccupied orbital energy (spin up / spin down) is -8.60 / -8.44 eV. Its charge is +2. The multiplicity is 8. The total energy comes out at -52827.855 eV. Its HOMO energy (spin up / spin down) is -16.085 / -16.636 eV.

Last column: Mulliken spin population.
Atoms and positions in Å:
1 O -1.2344 -3.1913 -0.3943  0.0022
2 C -0.8316 -2.1385 -0.2659  0.0020
3 Eu 0.2810 0.5051 0.0930  6.9619
4 O -3.1060 1.0167 1.4274  0.0059
5 C -2.1305 0.6180 0.9696  0.0016
6 C 2.1091 -0.7265 -0.9832  0.0073
7 O 3.1152 -1.0399 -1.4442  0.0123
8 C -0.8417 0.5170 -2.2101  0.0017
9 O -1.2173 0.8619 -3.2393  0.0060
10 C 0.8155 -0.6220 2.2103  0.0078
11 O 1.2107 -0.8840 3.2574  0.0118
12 S 0.2723 3.0540 0.0568  -0.0191
13 C 1.9137 3.2685 0.6330  0.0049
14 N 2.9784 3.3101 -0.1732  -0.0026
15 C 4.0058 4.3208 0.0654  -0.0001
16 C 4.4163 4.1403 1.4976  -0.0001
17 C 3.2365 4.3114 2.4044  -0.0003
18 N 2.2137 3.3812 1.9315  -0.0036
19 H 2.6445 3.2362 -1.1055  0.0001
20 H 3.6279 5.3356 -0.1324  0.0000
21 H 4.8100 4.1166 -0.6356  0.0001
22 H 5.1790 4.8533 1.7523  -0.0001
23 H 4.8222 3.1394 1.6311  -0.0001
24 H 2.8668 5.3474 2.4087  0.0000
25 H 3.4445 4.0284 3.4334  0.0000
26 H 1.3641 3.3593 2.4320  0.0003

3.
ORCA calculation (wB97M-V/def2-TZVPD) on a structure of composition C9H8FeN2O4 in a non-equilibrium geometry.

The calculation puts the energy above the lowest of the compared OMol25 structures with the same formula, charge and spin at 5.4 kcal per mole. Its lowest unoccupied orbital energy (spin up / spin down) is -12.73 / -16.24 eV. Its charge is +3. The multiplicity is 6. The total energy comes out at -54979.445 eV. Its HOMO energy (spin up / spin down) is -21.102 / -22.472 eV.

Last column: Mulliken spin population.
Atoms and positions in Å:
1 Fe -0.0698 -0.0695 -0.1383  2.4623
2 O -2.0877 -1.7761 -0.9876  0.6384
3 C -1.1248 -1.1054 -1.2879  -0.0222
4 C 1.1471 0.4275 -1.4600  0.0021
5 O 2.1266 1.1204 -1.3363  0.6253
6 C -1.0562 1.1544 -0.9775  -0.0517
7 O -1.6458 1.8388 -1.7144  0.0338
8 C 0.9245 -1.5153 -0.3788  -0.0440
9 O 1.5287 -2.4599 -0.7176  0.0434
10 C -0.5557 -1.0204 -2.7104  0.1229
11 H -0.3285 -2.0540 -3.0416  0.0022
12 H -1.3646 -0.6291 -3.3570  0.0019
13 C 0.6885 -0.1451 -2.8188  0.1352
14 H 0.4919 0.7019 -3.5068  0.0018
15 H 1.5280 -0.7458 -3.2204  0.0000
16 N 1.0347 0.5410 2.4680  0.0013
17 C 0.7124 0.8375 3.7340  0.3075
18 C -0.6785 0.8734 3.8022  0.2973
19 C -1.1457 0.5821 2.5188  0.0194
20 N -0.0879 0.3799 1.6719  0.4110
21 H 1.9838 0.4528 2.1275  0.0083
22 H 1.4326 1.0169 4.5160  0.0033
23 H -1.2920 1.0864 4.6533  -0.0008
24 H -2.1617 0.5076 2.1617  0.0012

4.
ORCA calculation (wB97M-V/def2-TZVPD) on an isolated molecule of C9H8IN in a non-equilibrium geometry.

The calculation puts the energy above the lowest of the compared OMol25 structures with the same formula, charge and spin at 53.0 kcal per mole. Its lowest unoccupied orbital energy (spin up / spin down) is -0.38 / -0.57 eV. The multiplicity is 1. The total energy comes out at -19049.641 eV. Its HOMO energy (spin up / spin down) is -6.898 / -6.806 eV.

Last column: natural (NBO) charge in e.
Atoms and positions in Å:
1 C -1.1576 2.9074 0.2978  -0.2154
2 C 0.1258 2.6965 -0.2204  -0.2319
3 C -2.0489 1.8872 0.2547  -0.1861
4 C 0.6128 1.4676 -0.5189  -0.1974
5 C -1.6326 0.5224 -0.0300  -0.1207
6 C -2.5324 -0.5047 -0.1316  -0.3712
7 C -0.2137 0.3100 -0.2142  0.0592
8 C 0.8114 -1.9419 -0.5563  0.3146
9 C 1.7523 -2.8814 0.1959  -0.6856
10 N 0.2942 -0.9108 -0.2457  -0.3007
11 I -4.5879 -0.1818 -0.1266  0.1358
12 H -1.2781 3.9782 0.5746  0.2212
13 H 0.6817 3.6353 -0.2546  0.2128
14 H -3.0637 1.9125 0.6364  0.2203
15 H 1.7256 1.2836 -0.6685  0.2217
16 H -2.2046 -1.4753 -0.4352  0.2137
17 H 2.7434 -2.4214 0.0703  0.2457
18 H 1.7456 -3.9441 -0.1902  0.2398
19 H 1.4965 -2.8518 1.1961  0.2243

5.
ORCA calculation (wB97M-V/def2-TZVPD) on an isolated molecule of C9H8N2 in a non-equilibrium geometry.

The calculation puts the energy above the lowest of the compared OMol25 structures with the same formula, charge and spin at 97.3 kcal per mole. Its lowest unoccupied orbital energy is 0.15 eV. Its SMILES is c1ccc(-n2ccnc2)cc1. The multiplicity is 1. The total energy comes out at -12438.967 eV. Its HOMO energy is -8.474 eV.

Last column: natural (NBO) charge in e.
Atoms and positions in Å:
1 C 1.0349 -1.2402 -2.6243  -0.2036
2 C 1.5438 -1.5466 -1.2771  -0.2246
3 C 1.0014 -0.7885 -0.2024  -0.2168
4 C 0.1745 0.4396 -0.2642  0.1295
5 N -0.5085 0.7667 1.0614  -0.3797
6 C 0.2560 1.1368 2.1522  -0.1275
7 C -0.7168 1.0401 3.2344  -0.0909
8 N -1.9630 0.7217 2.7922  -0.4561
9 C -1.8468 0.5325 1.4844  0.1563
10 C -0.3130 0.7262 -1.6180  -0.2201
11 C -0.0384 -0.2445 -2.6651  -0.2375
12 H 1.2694 -2.0760 -3.4183  0.2383
13 H 2.2354 -2.6043 -1.1060  0.2406
14 H 1.1216 -1.0846 0.9199  0.2370
15 H 1.2580 1.6758 2.0878  0.2462
16 H -0.6321 1.0087 4.4235  0.2205
17 H -2.6065 -0.0203 0.8152  0.2170
18 H -1.0182 1.5627 -2.0034  0.2445
19 H -0.2516 -0.0059 -3.7923  0.2268

6.
ORCA calculation (wB97M-V/def2-TZVPD) on an isolated molecule of C9H8N2 in a non-equilibrium geometry.

The calculation puts the energy above the lowest of the compared OMol25 structures with the same formula, charge and spin at 80.5 kcal per mole. Its lowest unoccupied orbital energy is 0.85 eV. Its SMILES is C1=C[C@H]2N[C@@H]1c1ccncc12. The multiplicity is 1. The total energy comes out at -12439.695 eV. Its HOMO energy is -9.074 eV.

Last column: natural (NBO) charge in e.
Atoms and positions in Å:
1 C 2.0166 0.8552 -0.4847  -0.1890
2 C 1.5680 0.3597 -1.5890  -0.1859
3 C 0.6530 -0.8798 -1.2325  -0.1013
4 N 1.4637 -1.3629 -0.0847  -0.5834
5 C 1.4059 -0.0549 0.6320  -0.1278
6 C -0.0926 0.2060 0.7131  0.0188
7 C -1.0207 0.6161 1.6746  -0.2770
8 C -2.3961 0.3994 1.3291  0.0533
9 N -2.8605 0.1823 0.1759  -0.4073
10 C -1.8400 -0.0785 -0.7490  0.0311
11 C -0.5321 -0.3371 -0.4674  -0.1062
12 H 2.7075 1.6400 -0.4201  0.2216
13 H 1.6326 0.9862 -2.5287  0.2294
14 H 0.4938 -1.6228 -2.1309  0.2374
15 H 1.0780 -2.0892 0.6644  0.3761
16 H 1.8751 0.0199 1.5719  0.2158
17 H -0.7565 0.9319 2.6955  0.2252
18 H -3.1826 0.6482 2.0462  0.1849
19 H -2.2132 -0.4198 -1.8156  0.1840

7.
ORCA calculation (wB97M-V/def2-TZVPD) on an isolated molecule of C9H8N2O in a non-equilibrium geometry.

The calculation puts the energy above the lowest of the compared OMol25 structures with the same formula, charge and spin at 10.8 kcal per mole. Its lowest unoccupied orbital energy is 0.38 eV. Its SMILES is Nc1ccc(O)c2ncccc12. The multiplicity is 1. The total energy comes out at -14490.323 eV. Its HOMO energy is -7.525 eV.

Last column: natural (NBO) charge in e.
Atoms and positions in Å:
1 N -1.0821 0.7772 -2.4926  -0.8180
2 C -0.3541 0.0325 -1.5313  0.1375
3 C 0.2001 -1.2193 -1.7890  -0.2413
4 C 0.9680 -2.0044 -0.8826  -0.2586
5 C 1.2341 -1.4994 0.3712  0.3021
6 O 2.1162 -2.1419 1.1864  -0.6649
7 C 0.5777 -0.2496 0.6978  0.0819
8 N 0.6279 0.0039 2.0281  -0.4375
9 C 0.0115 1.0153 2.5143  0.0616
10 C -0.7758 1.9098 1.6948  -0.2545
11 C -0.9015 1.5860 0.3466  -0.1730
12 C -0.2332 0.4649 -0.1787  -0.0529
13 H -1.9738 1.1779 -2.1684  0.3724
14 H -1.2865 0.3068 -3.3816  0.3814
15 H 0.0660 -1.6790 -2.7411  0.2054
16 H 1.4436 -3.0078 -1.1792  0.2301
17 H 1.9490 -1.6905 2.0877  0.5038
18 H 0.1311 1.1720 3.5414  0.1872
19 H -1.2862 2.7554 2.1489  0.2214
20 H -1.4321 2.2902 -0.2728  0.2159

8.
ORCA calculation (wB97M-V/def2-TZVPD) on a cluster of 2 separate species, C9H8N2O2 in total in a non-equilibrium geometry.

The calculation puts the energy above the lowest of the compared OMol25 structures with the same formula, charge and spin at 111.5 kcal per mole. Its lowest unoccupied orbital energy is -1.11 eV. The multiplicity is 1. The total energy comes out at -16533.972 eV. Its HOMO energy is -8.667 eV.

Last column: natural (NBO) charge in e.
Atoms and positions in Å:
1 C 0.6776 -1.1665 -2.3186  0.2447
2 C -1.7494 0.6190 0.5170  -0.0845
3 C -0.3997 1.2446 0.2931  -0.4921
4 C -2.2833 -0.2655 -0.3161  -0.2798
5 C 0.6570 0.2079 -0.1920  -0.3380
6 C -1.4715 -0.6973 -1.3797  -0.0659
7 C -0.1177 -0.5193 -1.3641  -0.1408
8 C -2.0905 -1.5575 -2.5021  0.4169
9 C 1.7286 -0.0773 1.6135  0.7935
10 N 1.3785 -1.7626 -3.0362  -0.3015
11 N 2.3141 -1.2929 1.4625  -0.8458
12 O -3.2709 -1.5175 -2.7830  -0.4891
13 O 1.9078 0.8904 2.2925  -0.5453
14 H -2.3330 0.8895 1.4035  0.2111
15 H -0.5607 1.9679 -0.5149  0.2188
16 H -3.2833 -0.6866 -0.0089  0.2468
17 H 1.5015 0.8028 -0.6438  0.2263
18 H -1.2373 -2.1218 -3.0274  0.1372
19 H 1.8083 -1.9065 0.8776  0.4292
20 H 3.1959 -1.4657 2.0458  0.4197
21 H -0.0143 1.8490 1.0522  0.2387

9.
ORCA calculation (wB97M-V/def2-TZVPD) on a structure of composition C9H8N2S2 in a non-equilibrium geometry.

The calculation puts the energy above the lowest of the compared OMol25 structures with the same formula, charge and spin at 83.7 kcal per mole. Its lowest unoccupied orbital energy is 0.32 eV. The multiplicity is 1. The total energy comes out at -34108.212 eV. Its HOMO energy is -7.674 eV.

Last column: natural (NBO) charge in e.
Atoms and positions in Å:
1 C -3.9345 1.8460 0.6377  -0.2208
2 C -2.7808 1.6843 0.3124  -0.0159
3 C 1.1795 -1.0274 1.5148  -0.2432
4 C 2.3743 -1.4125 1.0286  -0.1001
5 C 0.4247 -0.3528 0.4730  -0.2686
6 C 1.2992 -0.3402 -0.6364  0.3475
7 C -1.4395 1.3638 0.3049  -0.3519
8 C -0.9615 0.1328 0.5171  0.1477
9 C -2.2372 -1.2803 0.8572  -0.5050
10 N 2.4174 -0.9407 -0.2622  -0.5076
11 N 1.2984 0.1868 -1.9043  -0.8238
12 S -1.3737 -2.8235 1.1695  0.0791
13 S -2.3977 -1.7275 2.5555  0.1360
14 H -4.8750 2.1662 0.9613  0.2315
15 H 0.5797 -1.4658 2.2835  0.2307
16 H 3.0378 -2.1083 1.4107  0.2121
17 H -0.8541 2.2343 0.1903  0.2347
18 H -2.9658 -1.5020 0.0677  0.2448
19 H 3.0950 -1.1489 -0.9473  0.3996
20 H 0.4676 0.7469 -2.1878  0.4012
21 H 1.4965 -0.6210 -2.5094  0.3720

10.
ORCA calculation (wB97M-V/def2-TZVPD) on the ion C9H8N3O with charge -1 in a non-equilibrium geometry.

Its lowest unoccupied orbital energy is 3.85 eV. Its SMILES is [O-]/N=C1\C=CC=C[C@@H]1n1cccn1. Its charge is -1. The multiplicity is 1. The total energy comes out at -15976.543 eV. Its HOMO energy is -2.755 eV.

Last column: natural (NBO) charge in e.
Atoms and positions in Å:
1 O 1.9782 0.5373 2.9349  -0.4552
2 N 2.0977 0.1785 1.7689  0.0520
3 C 1.2480 0.6533 0.8382  -0.0468
4 C 0.6466 1.9160 0.6161  -0.1511
5 C -0.0607 2.2429 -0.5602  -0.3926
6 C 0.1539 1.4763 -1.6774  -0.1975
7 C 0.8469 0.2942 -1.5727  -0.3415
8 C 1.2086 -0.3079 -0.2842  -0.0844
9 N 0.1039 -1.3013 0.2565  -0.2037
10 C -0.6848 -2.3431 -0.2697  -0.0582
11 C -1.3918 -2.9242 0.7111  -0.3777
12 C -0.8359 -2.2818 1.8515  -0.0566
13 N -0.0119 -1.3411 1.6187  -0.2424
14 H 0.8617 2.7350 1.2389  0.1967
15 H -0.6601 3.1370 -0.6023  0.1900
16 H -0.3369 1.7320 -2.6700  0.1895
17 H 1.2978 -0.1572 -2.4632  0.1815
18 H 2.2633 -0.8669 -0.3825  0.2137
19 H -0.9678 -2.3681 -1.3179  0.2032
20 H -2.1077 -3.7497 0.7094  0.2091
21 H -1.2141 -2.5230 2.7817  0.1719

11.
ORCA calculation (wB97M-V/def2-TZVPD) on an isolated molecule of C9H8N4O2S in a non-equilibrium geometry.

Its lowest unoccupied orbital energy is -1.20 eV. Its SMILES is Cc1nnc(/N=N/c2ccc(O)cc2O)s1. The multiplicity is 1. The total energy comes out at -30351.325 eV. Its HOMO energy is -8.460 eV.

Last column: natural (NBO) charge in e.
Atoms and positions in Å:
1 C 3.4207 2.7707 -3.5914  -0.6590
2 C 2.1809 2.1974 -2.9965  0.0510
3 N 1.0974 1.9806 -3.7074  -0.2566
4 N 0.1183 1.4464 -2.9641  -0.2026
5 C 0.5174 1.1811 -1.7333  0.0948
6 N -0.2968 0.5011 -0.8557  -0.1911
7 N 0.1640 0.0717 0.2599  -0.1720
8 C -0.6742 -0.6975 1.0458  -0.0668
9 C -2.0636 -0.8537 0.7871  -0.1192
10 C -2.8695 -1.6105 1.6477  -0.3421
11 C -2.3551 -2.1408 2.8117  0.3747
12 O -3.1555 -2.7695 3.6924  -0.6536
13 C -0.9801 -2.0148 3.0791  -0.3529
14 C -0.1629 -1.3678 2.1667  0.3761
15 O 1.1686 -1.3137 2.3989  -0.6552
16 S 2.1215 1.6768 -1.3380  0.3737
17 H 3.2034 3.5952 -4.2760  0.2452
18 H 4.0341 3.1861 -2.7970  0.2228
19 H 3.9402 1.9584 -4.1215  0.2406
20 H -2.4723 -0.3314 -0.1115  0.2473
21 H -3.9116 -1.6628 1.3975  0.2160
22 H -4.0836 -2.5708 3.5517  0.4885
23 H -0.4938 -2.5430 3.8851  0.2419
24 H 1.5526 -0.6891 1.7688  0.4982

12.
ORCA calculation (wB97M-V/def2-TZVPD) on an isolated molecule of C9H8O in a non-equilibrium geometry.

The calculation puts the energy above the lowest of the compared OMol25 structures with the same formula, charge and spin at 116.6 kcal per mole. Its lowest unoccupied orbital energy (spin up / spin down) is -0.45 / -0.34 eV. The multiplicity is 1. The total energy comes out at -11504.465 eV. Its HOMO energy (spin up / spin down) is -8.026 / -8.480 eV.

Last column: natural (NBO) charge in e.
Atoms and positions in Å:
1 C 2.4277 1.4444 0.2589  -0.2315
2 C 2.1390 1.3876 -1.1042  -0.1882
3 C 1.4381 1.1104 1.2566  -0.2853
4 C 0.8817 0.8899 -1.5321  -0.2715
5 C 0.3039 0.5275 0.8141  0.0345
6 C 0.0005 0.4319 -0.5498  0.2157
7 C -1.9004 -2.5854 0.0472  -0.3203
8 C -2.1810 -1.5095 0.7825  -0.3165
9 C -1.9224 -0.2156 0.3429  0.2002
10 O -1.2236 0.0121 -0.8700  -0.5080
11 H 3.2660 1.7160 0.7896  0.2110
12 H 2.8557 1.6675 -1.7091  0.2008
13 H 1.5821 1.1869 2.2508  0.2112
14 H 0.7089 0.9249 -2.6258  0.2300
15 H -1.9793 -3.5045 0.5218  0.1935
16 H -1.5755 -2.4514 -1.0057  0.2068
17 H -2.5516 -1.7376 1.7331  0.2251
18 H -2.2698 0.7050 0.5992  0.1924